Below is a cluster of 2 separate species, C4H15N2O2 in total, with properties calculated with the ωB97M-V functional and the def2-TZVPD basis.

Element x y z (Å)
1 N -1.634 -0.345 -1.768
2 C -1.914 -1.228 -0.587
3 C -1.176 -0.728 0.674
4 N -1.023 0.708 0.755
5 C 0.304 1.314 0.788
6 C 1.038 1.341 -0.534
7 O 1.110 0.054 -1.147
8 H -0.724 0.088 -1.627
9 H -2.325 0.403 -1.843
10 H -1.696 -0.893 -2.629
11 H -2.986 -1.270 -0.439
12 H -1.588 -2.231 -0.873
13 H -1.743 -1.099 1.539
14 H -0.226 -1.251 0.749
15 H -1.601 1.096 1.478
16 H 0.147 2.356 1.088
17 H 0.952 0.854 1.519
18 H 2.009 1.809 -0.427
19 H 0.487 1.937 -1.256
20 H 1.784 -0.514 -0.759
21 H 3.676 -1.561 1.875
22 H 3.919 -0.128 1.558
23 O 3.206 -0.713 1.866

Its spin multiplicity is 1. The molar mass is 123.2 g/mol. The calculation puts the energy relative to the best compared isomer or geometry (same formula, charge and spin) at 1.205 eV. As for the gap between HOMO and LUMO: 9.955 eV. The total charge is +1. Its HOMO energy is -12.940 eV.

Löwdin population analysis, charges in e, atoms 1 to 8: 0.19, -0.11, -0.20, -0.06, -0.19, -0.22, -0.09, 0.10

=====

Below is a cluster of 2 separate species, C9H17P in total, with properties calculated with the ωB97M-V functional and the def2-TZVPD basis.

Element x y z (Å)
1 C -1.424 3.429 -0.432
2 C -1.022 1.951 -0.338
3 C -0.891 1.557 1.145
4 P 0.691 1.617 -1.180
5 C 0.151 0.364 -2.464
6 C 0.833 -0.318 -1.280
7 C 2.241 -0.917 -1.255
8 H -0.594 4.083 0.123
9 H -1.488 3.681 -1.505
10 H -2.373 3.658 0.162
11 H -1.646 1.280 -0.830
12 H -0.775 0.410 1.230
13 H -1.883 1.771 1.644
14 H -0.038 1.798 1.790
15 H -0.985 0.209 -2.542
16 H 0.339 0.489 -3.508
17 H 0.142 -0.723 -0.460
18 H 2.238 -2.012 -0.823
19 H 2.819 -0.916 -2.188
20 H 2.815 -0.415 -0.474
21 C 1.453 -2.020 1.560
22 C 0.632 -2.827 1.944
23 C -0.616 -3.598 1.976
24 H 2.262 -1.341 1.645
25 H -1.321 -2.794 1.782
26 H -0.863 -4.420 1.223
27 H -0.696 -3.996 3.052

The structure (SMILES) is CC(C)P1C[C@H]1C.C#CC. Its spin multiplicity is 1. The molar mass is 156.2 g/mol. The calculation puts the energy relative to the best compared isomer or geometry (same formula, charge and spin) at 2.203 eV. As for the gap between HOMO and LUMO: 9.421 eV. Its HOMO energy is -8.574 eV.

Löwdin population analysis, charges in e, atoms 1 to 8: -0.16, -0.62, -0.17, 0.99, -0.36, -0.49, -0.16, 0.11

=====

Below is a structure of composition C45H36GeIIrNO2P, with properties calculated with the ωB97M-V functional and the def2-TZVPD basis.

Element x y z (Å)
1 Ir 1.558 0.001 -0.287
2 I 3.641 2.013 -0.160
3 C 2.110 3.122 -1.088
4 C 2.350 4.461 -1.387
5 C 1.603 5.607 -1.729
6 C 0.237 6.003 -1.758
7 C -0.912 5.330 -1.400
8 C -2.210 5.879 -1.408
9 C -3.310 5.169 -1.009
10 C -3.193 3.807 -0.595
11 C -1.993 3.180 -0.555
12 P -1.543 1.497 -0.205
13 C -2.136 0.424 -1.541
14 C -3.520 0.506 -1.720
15 C -4.154 -0.271 -2.672
16 C -3.411 -1.128 -3.472
17 C -2.035 -1.188 -3.322
18 C -1.393 -0.416 -2.365
19 C -2.204 0.946 1.382
20 C -3.558 1.176 1.637
21 C -4.102 0.849 2.865
22 C -3.302 0.303 3.857
23 C -1.961 0.064 3.611
24 C -1.410 0.376 2.377
25 C -0.725 3.931 -0.913
26 H 3.404 4.712 -1.298
27 H 2.259 6.432 -1.978
28 H 0.096 7.033 -2.072
29 H -2.330 6.903 -1.744
30 H -4.290 5.621 -1.025
31 H -4.108 3.296 -0.324
32 H -4.119 1.191 -1.133
33 H -5.226 -0.197 -2.795
34 H -3.904 -1.733 -4.221
35 H -1.447 -1.831 -3.963
36 H -0.319 -0.439 -2.302
37 H -4.204 1.610 0.889
38 H -5.153 1.029 3.048
39 H -3.728 0.068 4.824
40 H -1.329 -0.361 4.379
41 H -0.349 0.243 2.220
42 O 1.325 1.050 -2.030
43 C 0.985 2.260 -1.477
44 C -0.049 3.126 -2.093
45 C 0.007 4.031 0.450
46 C 0.442 2.701 0.967
47 O 0.826 2.393 2.056
48 N 0.202 1.630 -0.077
49 H -0.813 2.546 -2.612
50 H 0.407 3.791 -2.821
51 H -0.712 4.432 1.174
52 H 0.845 4.722 0.445
53 C 0.316 -1.271 0.248
54 Ge 1.392 -2.824 0.688
55 C 0.895 -4.447 -0.254
56 C 1.816 -5.128 -1.045
57 C 1.446 -6.286 -1.715
58 C 0.151 -6.767 -1.601
59 C -0.776 -6.092 -0.819
60 C -0.406 -4.936 -0.149
61 C 2.947 -1.916 -0.145
62 C 2.810 -1.624 -1.523
63 C 3.898 -1.081 -2.257
64 C 5.094 -0.861 -1.638
65 C 5.249 -1.152 -0.265
66 C 4.204 -1.643 0.468
67 C 1.419 -2.988 2.624
68 C 2.560 -3.188 3.395
69 C 2.471 -3.298 4.776
70 C 1.237 -3.219 5.404
71 C 0.089 -3.035 4.646
72 C 0.182 -2.917 3.267
73 H -0.753 -1.122 0.389
74 H 2.832 -4.760 -1.143
75 H 2.170 -6.812 -2.323
76 H -0.138 -7.671 -2.122
77 H -1.787 -6.467 -0.730
78 H -1.141 -4.419 0.459
79 H 1.967 -2.012 -2.081
80 H 3.767 -0.862 -3.308
81 H 5.928 -0.459 -2.197
82 H 6.206 -0.983 0.211
83 H 4.345 -1.849 1.520
84 H 3.535 -3.287 2.933
85 H 3.368 -3.454 5.361
86 H 1.169 -3.310 6.479
87 H -0.879 -2.990 5.128
88 H -0.727 -2.767 2.692

Its spin multiplicity is 2. The molar mass is 1045.5 g/mol. The calculation puts the energy relative to the best compared isomer or geometry (same formula, charge and spin) at 6.337 eV. As for the gap between HOMO and LUMO (spin up / spin down): 5.619 / 4.413 eV. The total charge is +1. Its HOMO energy (spin up / spin down) is -8.771 / -8.745 eV.

Löwdin population analysis, charges in e, atoms 1 to 8: 1.15, 1.20, -0.60, -0.17, -0.10, -0.04, -0.20, -0.01